No. 1
DFT (wB97M-V/def2-TZVPD) results for a cluster of 14 separate species, C39H71N7O7S4 in total.

As for the total energy: -109684.929 eV. The expectation value of S² is 0.762. As for the net charge: +1. Its HOMO energy (alpha / beta) is -9.82 / -9.82 eV. Its frontier orbital gap (alpha / beta) is 7.666 / 3.701 eV. Its spin multiplicity is 2.

Atoms and positions in Å:
C (4.229, -1.834, 1.546)
O (4.530, -2.290, 0.252)
H (5.119, -1.915, 2.171)
H (4.054, -0.765, 1.430)
H (3.367, -2.321, 2.002)
H (4.225, -1.675, -0.419)
C (-3.911, -1.373, 4.400)
O (-3.179, -0.188, 4.568)
H (-4.263, -1.270, 3.374)
H (-3.159, -2.158, 4.474)
H (-4.632, -1.590, 5.188)
H (-3.179, 0.153, 3.671)
C (-4.217, -2.399, 0.141)
O (-3.655, -1.328, -0.613)
H (-3.580, -3.258, -0.075)
H (-4.302, -2.267, 1.219)
H (-5.203, -2.583, -0.285)
H (-2.870, -0.869, -0.306)
N (0.542, -0.459, -0.518)
C (-0.375, 0.527, -0.755)
C (-1.409, 0.352, 0.211)
C (-0.967, -0.696, 1.065)
C (0.229, -1.194, 0.574)
H (1.410, -0.468, -1.035)
H (-0.305, 1.197, -1.598)
H (-2.304, 0.948, 0.321)
H (-1.424, -1.060, 1.973)
H (0.894, -1.940, 0.983)
N (-0.337, -4.473, 4.512)
C (0.660, -5.455, 4.671)
C (1.602, -5.242, 3.696)
C (1.187, -4.153, 2.916)
C (0.007, -3.689, 3.441)
H (-1.142, -4.362, 5.112)
H (0.602, -6.199, 5.452)
H (2.463, -5.871, 3.525)
H (1.624, -3.842, 1.979)
H (-0.570, -2.849, 3.087)
N (0.977, 1.613, -4.080)
C (0.093, 2.328, -4.821)
C (0.280, 3.634, -4.528)
C (1.423, 3.764, -3.660)
C (1.796, 2.510, -3.363)
H (1.014, 0.604, -4.050)
H (-0.638, 1.816, -5.429)
H (-0.329, 4.439, -4.913)
H (1.899, 4.692, -3.380)
H (2.540, 2.064, -2.720)
N (-3.454, 3.801, -3.985)
C (-4.662, 3.352, -4.337)
C (-5.111, 2.393, -3.475)
C (-4.039, 2.217, -2.570)
C (-3.046, 3.147, -2.835)
H (-2.905, 4.508, -4.453)
H (-5.193, 3.783, -5.173)
H (-6.046, 1.856, -3.542)
H (-4.085, 1.466, -1.796)
H (-2.108, 3.321, -2.329)
N (0.893, 0.925, 3.411)
C (0.491, 0.464, 4.618)
C (1.579, 0.688, 5.537)
C (2.538, 1.425, 4.879)
C (2.088, 1.555, 3.566)
H (0.329, 0.961, 2.574)
H (-0.467, 0.029, 4.865)
H (1.586, 0.479, 6.597)
H (3.451, 1.830, 5.289)
H (2.537, 2.026, 2.705)
N (4.149, 1.943, 0.341)
C (3.724, 3.211, 0.381)
C (4.805, 3.925, 0.908)
C (5.853, 3.130, 1.121)
C (5.456, 1.905, 0.687)
H (3.593, 1.205, -0.066)
H (2.736, 3.525, 0.080)
H (4.851, 4.963, 1.202)
H (6.849, 3.370, 1.463)
H (6.027, 0.989, 0.721)
N (0.972, -5.888, -2.981)
C (0.381, -4.972, -2.194)
C (1.344, -4.217, -1.555)
C (2.583, -4.781, -1.946)
C (2.342, -5.806, -2.861)
H (0.498, -6.487, -3.641)
H (-0.688, -4.844, -2.110)
H (1.223, -3.407, -0.851)
H (3.519, -4.335, -1.643)
H (2.981, -6.482, -3.408)
C (-6.024, 1.543, 4.003)
S (-5.023, 2.077, 2.548)
O (-3.844, 1.192, 2.311)
C (-6.251, 1.665, 1.206)
H (-6.812, 2.271, 4.197)
H (-5.420, 1.587, 4.909)
H (-6.402, 0.525, 3.910)
H (-5.684, 1.487, 0.292)
H (-6.890, 2.543, 1.101)
H (-6.822, 0.777, 1.476)
C (-0.637, -3.066, -5.012)
S (-0.431, -1.725, -3.766)
O (0.872, -1.089, -4.131)
C (-1.912, -0.681, -4.114)
H (-0.273, -2.632, -5.943)
H (-1.666, -3.350, -5.230)
H (0.120, -3.819, -4.790)
H (-2.818, -1.204, -3.806)
H (-2.024, -0.418, -5.166)
H (-1.935, 0.187, -3.455)
C (-0.846, 5.393, 1.195)
S (0.007, 4.218, 2.333)
O (0.635, 5.027, 3.464)
C (-1.475, 3.504, 3.145)
H (-0.182, 5.986, 0.566)
H (-1.419, 6.042, 1.858)
H (-1.560, 4.898, 0.537)
H (-1.962, 2.750, 2.527)
H (-2.225, 4.266, 3.353)
H (-1.193, 2.996, 4.068)
C (6.104, 0.006, -2.247)
S (4.328, -0.211, -2.693)
O (3.493, -0.508, -1.443)
C (4.532, -1.748, -3.680)
H (6.396, -0.797, -1.570)
H (6.309, 0.965, -1.770)
H (6.801, -0.052, -3.083)
H (4.573, -2.603, -3.005)
H (5.426, -1.836, -4.296)
H (3.744, -1.945, -4.407)

Atomic forces in eV per Å
0.4 1.0 -0.7
0.6 -1.5 0.1
-0.1 -0.3 0.2
-0.4 0.3 0.6
0.0 -0.1 0.0
-0.5 0.4 0.0
1.1 -0.6 -0.3
0.4 0.8 0.9
-0.9 -1.0 0.2
-0.3 -0.7 -0.3
-0.4 0.5 -0.2
0.1 1.0 -0.2
1.0 0.0 -0.8
-1.3 0.4 -0.6
-0.2 -0.5 0.4
0.1 0.3 0.0
0.0 0.0 0.1
0.1 -0.7 0.7
0.4 1.1 -0.6
-1.8 -1.0 1.3
1.9 0.7 -0.7
0.3 -0.2 0.2
-0.3 0.5 0.4
0.3 -0.5 -0.1
0.1 0.0 0.0
0.1 0.0 0.0
-0.3 0.0 -0.1
-0.1 0.0 -0.2
1.1 -0.7 0.1
-0.7 1.0 -0.1
0.0 -0.9 0.4
-0.3 0.3 -0.4
0.0 0.2 -0.1
0.2 0.0 -0.2
0.0 0.1 -0.1
0.0 0.1 0.0
0.1 0.1 0.2
-0.3 -0.2 0.2
1.0 1.3 0.8
-0.3 -0.7 0.5
0.2 1.5 -0.4
-1.1 0.9 -0.5
-0.3 -2.7 -0.4
0.2 -0.3 -0.1
0.0 0.2 0.0
0.2 0.1 -0.1
-0.1 -0.1 0.2
0.2 0.4 -0.1
1.4 0.3 1.2
-1.8 0.4 -1.3
0.8 0.1 -0.4
-0.1 -0.1 1.0
-0.7 -0.9 -0.3
-0.3 -0.2 0.1
0.2 0.0 -0.1
0.2 0.1 0.1
0.4 0.1 0.2
0.0 0.1 -0.3
-0.4 0.3 0.8
0.9 -0.2 0.3
0.1 0.9 0.1
-0.2 -0.6 1.0
-0.1 0.1 -1.5
-0.2 -0.2 -0.3
-0.2 0.0 -0.5
-0.2 -0.3 -0.1
-0.1 -0.1 -0.1
0.2 0.2 0.0
-0.4 -1.0 -1.0
0.4 1.9 1.1
-3.1 3.6 -0.1
2.4 -2.0 -0.1
1.0 -2.3 0.7
0.4 -0.3 -0.1
0.1 -0.1 0.0
-0.5 0.2 -0.4
-0.2 0.1 0.1
-0.3 -0.1 -0.1
0.5 -0.7 -0.5
-0.8 1.4 0.8
0.1 -1.0 -0.3
0.3 0.0 -0.8
-0.2 0.8 0.7
0.1 0.0 0.3
0.0 -0.3 -0.2
-0.2 -0.1 -0.2
0.2 -0.5 0.0
0.0 0.2 0.1
0.5 -0.1 0.1
-1.3 0.5 -0.4
0.2 -0.6 0.2
0.5 0.1 0.9
-0.2 0.0 -0.6
0.5 0.0 -0.3
-0.1 0.1 -0.2
0.1 0.1 0.1
-0.1 -0.1 0.0
0.0 0.1 0.0
0.5 1.4 -0.7
-1.2 -1.3 0.8
-0.1 0.3 -0.4
0.2 -0.2 -0.3
0.0 0.3 -0.1
0.1 -0.4 0.7
-0.6 -0.3 0.4
0.2 -0.6 0.0
0.2 0.2 0.0
0.6 0.2 -0.2
-0.5 -0.1 0.5
0.0 0.9 1.4
-0.5 -0.8 -1.5
-0.4 -0.1 -0.7
0.4 -0.3 0.4
0.1 0.2 0.0
0.1 -0.4 0.1
0.1 0.0 -0.3
0.3 0.2 0.1
0.4 0.3 0.0
0.1 -0.5 0.6
0.4 0.3 -1.1
0.9 0.0 -0.7
0.0 -0.9 0.2
-0.2 -0.1 0.2
-0.6 0.0 0.1
-0.6 -0.1 -0.5
-0.1 0.1 0.3
0.4 0.8 0.4
-0.6 0.6 0.5

No. 2
DFT (wB97M-V/def2-TZVPD) results for a structure of composition C12H16OSi.

As for the total energy: -22625.635 eV. Its HOMO energy is -8.29 eV. Its frontier orbital gap is 8.357 eV. Its spin multiplicity is 1. The energy above the lowest of the compared OMol25 structures with the same formula, charge and spin is 63.3 kcal per mole.

Atoms and positions in Å:
C (-3.001, -1.700, -0.226)
C (3.961, -0.026, 1.188)
C (-1.741, -1.174, 0.149)
C (2.599, 0.328, 1.474)
C (-3.981, -0.845, -0.621)
C (4.291, -0.449, -0.076)
C (-1.663, 0.164, 0.339)
C (1.594, -0.060, 0.619)
C (-3.740, 0.600, -0.827)
C (3.328, -0.628, -1.132)
C (-2.912, 1.067, 0.380)
C (1.844, -0.849, -0.646)
O (-0.252, 1.902, 1.771)
Si (0.029, 0.907, 0.487)
H (-3.111, -2.689, -0.004)
H (4.772, 0.152, 1.912)
H (-0.912, -1.806, 0.094)
H (2.204, 0.713, 2.382)
H (-4.993, -1.028, -1.091)
H (5.328, -0.525, -0.371)
H (-3.177, 0.741, -1.763)
H (-4.750, 1.052, -0.937)
H (3.028, 0.184, -1.938)
H (3.688, -1.477, -1.698)
H (-3.561, 1.031, 1.241)
H (-2.486, 2.080, 0.280)
H (1.532, -1.855, -0.405)
H (1.362, -0.529, -1.532)
H (0.528, 2.578, 1.794)
H (0.193, 2.142, -0.844)

Atomic forces in eV per Å
-2.3 2.1 0.1
1.7 -0.4 -1.3
-0.8 2.8 -0.5
-2.3 -1.7 -1.6
-0.8 -1.3 -1.6
0.7 2.0 2.4
1.0 -0.8 0.7
0.2 1.3 -0.5
0.1 0.8 0.6
-3.1 0.0 -2.1
1.2 0.3 -1.9
2.3 -0.1 0.8
2.8 2.3 0.6
-1.0 2.3 -1.1
-0.9 -2.7 -0.1
-0.6 -0.2 -0.3
1.4 -0.8 0.1
0.5 0.9 0.8
1.2 -1.2 1.1
0.2 -0.2 0.3
-0.1 0.1 0.1
0.9 0.3 0.2
2.1 -0.8 1.6
-0.2 -0.3 -0.5
0.3 -0.3 0.7
-0.7 -0.1 0.0
0.2 -0.7 -0.2
-1.7 0.3 -0.3
-2.2 -1.6 0.3
0.0 -2.1 1.7

No. 3
DFT (wB97M-V/def2-TZVPD) results for a structure of composition C5H11FO2.

As for the total energy: -12168.356 eV. The expectation value of S² is 2.006. Its HOMO energy (alpha / beta) is -4.44 / -11.18 eV. Its frontier orbital gap (alpha / beta) is 5.235 / 9.294 eV. Its spin multiplicity is 3. The energy above the lowest of the compared OMol25 structures with the same formula, charge and spin is 40.3 kcal per mole.

Atoms and positions in Å:
C (0.743, 0.045, 1.981)
C (1.518, -0.096, -0.476)
C (0.498, -0.471, 0.591)
C (-0.810, 0.048, 0.015)
C (-1.359, -0.809, -1.732)
O (-2.604, -0.447, -2.062)
O (-1.184, -2.179, -1.601)
F (-1.978, -0.248, 0.799)
H (0.419, -0.686, 2.735)
H (0.128, 0.956, 2.125)
H (1.811, 0.402, 2.114)
H (1.092, -0.638, -1.383)
H (2.475, -0.305, -0.100)
H (1.292, 0.981, -0.876)
H (0.671, -1.546, 0.722)
H (-0.798, 1.100, -0.179)
H (-0.731, -0.421, -2.605)
H (-3.204, -0.220, -1.237)
H (-1.719, -2.450, -0.836)

Atomic forces in eV per Å
0.4 1.9 1.0
-3.6 1.7 -2.3
-0.3 -0.3 -0.8
1.1 1.1 7.6
-0.6 -3.0 -8.0
-2.9 1.3 2.5
0.2 0.6 1.0
1.3 0.0 -1.2
0.4 0.3 -0.1
0.3 -0.3 0.2
-1.1 -0.8 0.1
1.7 0.0 0.9
1.5 -0.1 -0.3
1.2 -1.4 1.2
-1.0 -0.2 -0.6
-0.2 0.5 -0.6
-0.1 -0.5 1.5
1.6 -0.6 -1.9
0.1 -0.2 -0.2

No. 4
DFT (wB97M-V/def2-TZVPD) results for a structure of composition C35H24MoNO9PS2.

As for the total energy: -89401.974 eV. As for the net charge: +2. Its HOMO energy (alpha / beta) is -13.56 / -13.56 eV. Its frontier orbital gap (alpha / beta) is 5.085 / 5.076 eV. Its spin multiplicity is 1.

Atoms and positions in Å:
Mo (1.459, 1.084, -0.208)
O (4.544, 5.751, 2.377)
C (3.963, 4.707, 1.816)
C (4.433, 4.085, 0.649)
C (3.726, 3.008, 0.168)
N (2.636, 2.546, 0.771)
C (2.188, 3.122, 1.890)
C (2.810, 4.204, 2.456)
C (0.973, 2.412, 2.403)
O (0.372, 2.618, 3.409)
O (0.670, 1.410, 1.531)
C (4.072, 2.178, -1.033)
O (5.034, 2.288, -1.719)
O (3.124, 1.227, -1.193)
H (5.338, 6.038, 1.902)
H (5.323, 4.413, 0.127)
H (2.440, 4.647, 3.369)
O (1.087, 2.871, -1.523)
S (0.874, 2.066, -2.787)
O (1.728, 2.339, -3.876)
O (0.904, 0.650, -2.214)
C (-0.808, 2.276, -3.167)
C (-1.238, 2.740, -4.392)
C (-2.608, 2.910, -4.583)
C (-3.494, 2.633, -3.558)
C (-3.040, 2.175, -2.322)
C (-1.681, 1.977, -2.121)
P (-1.100, 1.436, -0.488)
C (-1.756, -0.198, -0.153)
C (-1.675, -0.721, 1.143)
C (-2.147, -1.996, 1.397)
C (-2.697, -2.755, 0.368)
C (-2.766, -2.243, -0.919)
C (-2.290, -0.968, -1.187)
C (-1.752, 2.662, 0.644)
C (-2.772, 2.365, 1.543)
C (-3.272, 3.368, 2.363)
C (-2.760, 4.651, 2.284)
C (-1.750, 4.951, 1.377)
C (-1.244, 3.961, 0.554)
H (-0.524, 2.962, -5.170)
H (-2.977, 3.268, -5.532)
H (-4.554, 2.778, -3.711)
H (-3.750, 1.982, -1.528)
H (-1.246, -0.134, 1.947)
H (-2.096, -2.397, 2.399)
H (-3.073, -3.746, 0.576)
H (-3.198, -2.832, -1.715)
H (-2.339, -0.580, -2.194)
H (-3.182, 1.367, 1.608)
H (-4.064, 3.141, 3.060)
H (-3.153, 5.426, 2.926)
H (-1.365, 5.957, 1.307)
H (-0.476, 4.203, -0.173)
C (-0.318, -9.762, 1.070)
C (-0.165, -8.290, 0.827)
O (-1.020, -7.472, 0.937)
S (1.577, -7.891, 0.411)
C (1.587, -6.152, 0.293)
C (2.730, -5.485, 0.779)
C (2.806, -4.121, 0.732)
C (1.724, -3.388, 0.180)
C (0.601, -4.065, -0.365)
C (0.544, -5.430, -0.321)
C (1.723, -2.012, 0.183)
C (1.685, -0.769, 0.188)
H (-1.361, -10.037, 0.936)
H (-0.021, -9.969, 2.100)
H (0.323, -10.341, 0.407)
H (3.537, -6.058, 1.211)
H (3.669, -3.601, 1.118)
H (-0.192, -3.492, -0.821)
H (-0.285, -5.950, -0.764)

Atomic forces in eV per Å
-0.2 -0.1 0.0
0.0 0.0 -0.1
-0.1 0.0 0.1
-0.2 -0.2 0.0
0.4 0.2 -0.1
-0.2 -0.1 -0.1
-0.1 0.3 0.4
0.0 -0.3 -0.2
-0.2 -0.1 0.3
0.3 0.0 -0.4
-0.1 0.1 0.2
0.0 -0.3 -0.2
-0.2 0.1 0.2
0.3 0.1 0.1
-0.1 0.0 0.0
0.0 0.0 0.0
0.0 0.0 0.0
0.2 -0.1 -0.2
0.0 -0.1 0.3
-0.1 0.0 -0.1
0.2 0.0 0.1
0.0 0.0 0.0
-0.2 0.0 0.1
0.2 0.0 0.0
0.0 0.0 0.1
0.0 0.0 -0.1
-0.1 0.0 0.0
0.0 0.0 0.1
0.0 0.0 0.0
0.0 0.0 0.1
0.0 0.0 0.0
0.0 0.1 0.1
0.0 0.1 0.0
0.0 0.0 0.0
0.0 0.0 0.0
0.0 0.0 0.1
0.0 -0.1 -0.1
0.0 0.0 0.0
0.0 0.0 0.0
0.0 0.0 -0.1
0.1 0.0 -0.1
0.0 0.0 0.0
0.0 0.0 0.0
0.0 0.0 0.0
0.0 0.0 0.0
0.0 0.0 0.0
0.0 -0.1 0.0
0.0 0.0 -0.1
0.0 0.0 0.0
0.0 0.0 0.0
0.0 0.0 0.0
0.0 0.0 0.0
0.0 0.1 0.0
0.0 0.0 0.0
0.0 0.0 0.0
0.0 -0.2 0.0
0.0 0.2 -0.1
0.1 0.0 0.0
0.0 0.1 -0.1
-0.1 -0.1 0.0
-0.2 0.1 -0.1
-0.1 0.0 0.1
0.2 0.0 0.1
0.2 -0.1 0.1
0.1 -0.2 -0.1
-0.1 0.6 -0.3
0.0 0.0 0.0
0.0 0.0 0.0
0.0 0.0 0.0
0.0 0.0 0.0
0.0 0.0 0.0
0.0 0.0 0.0
-0.1 -0.1 0.0

No. 5
DFT (wB97M-V/def2-TZVPD) results for a structure of composition C21H31IrO4.

As for the total energy: -33298.830 eV. The expectation value of S² is 6.016. Its HOMO energy (alpha / beta) is -5.71 / -7.45 eV. Its frontier orbital gap (alpha / beta) is 5.802 / 4.345 eV. Its spin multiplicity is 5. The energy above the lowest of the compared OMol25 structures with the same formula, charge and spin is 37.7 kcal per mole.

Atoms and positions in Å:
O (-0.662, -0.370, -4.701)
C (-1.314, 0.624, -5.612)
C (-0.580, 0.152, -6.845)
H (-1.109, 1.659, -5.289)
H (-2.394, 0.433, -5.727)
C (-0.156, -1.001, -5.915)
H (0.239, 0.829, -7.095)
H (-1.243, -0.132, -7.670)
C (1.322, -1.254, -5.836)
H (1.897, -0.314, -5.793)
H (1.642, -1.848, -6.702)
H (1.534, -1.842, -4.937)
C (-0.974, -2.250, -6.193)
H (-2.016, -1.971, -6.410)
H (-0.960, -2.909, -5.318)
H (-0.578, -2.797, -7.058)
Ir (-0.704, -1.148, -1.741)
C (-2.542, -0.939, -0.654)
C (-1.735, 0.246, -0.468)
C (-1.547, 0.871, -1.751)
H (-1.342, 0.597, 0.477)
C (-2.295, 0.102, -2.707)
C (-2.846, -1.057, -2.065)
H (-3.348, -1.887, -2.566)
H (-2.870, -1.619, 0.133)
H (-0.880, 1.700, -1.946)
H (-2.426, 0.321, -3.748)
C (0.141, -2.558, -0.396)
C (-0.006, -3.200, -1.678)
C (0.848, -2.508, -2.606)
H (-0.668, -4.024, -1.922)
C (1.584, -1.499, -1.890)
C (1.114, -1.495, -0.550)
H (1.409, -0.843, 0.263)
H (-0.394, -2.810, 0.523)
H (0.905, -2.723, -3.669)
H (2.330, -0.816, -2.288)
O (2.085, 1.735, -4.959)
C (1.680, 1.827, -3.583)
C (1.025, 3.200, -3.329)
H (2.539, 1.701, -2.894)
H (0.971, 0.985, -3.408)
C (1.331, 4.051, -4.581)
H (1.362, 3.685, -2.416)
H (-0.049, 3.012, -3.231)
C (2.131, 3.079, -5.475)
H (1.950, 4.917, -4.338)
H (0.408, 4.421, -5.052)
H (3.205, 3.345, -5.515)
H (1.767, 3.061, -6.513)
C (2.120, 3.277, 1.142)
C (1.549, 1.971, 0.643)
O (0.817, 1.317, 1.443)
O (1.832, 1.629, -0.554)
H (1.371, 3.839, 1.710)
H (2.517, 3.908, 0.340)
H (2.928, 3.038, 1.841)

Atomic forces in eV per Å
-0.4 1.0 -1.7
-0.3 0.5 0.8
0.2 -0.1 0.7
-0.2 -0.5 0.0
0.2 0.2 0.5
0.5 -0.8 -0.8
-0.1 -0.3 -0.3
0.5 0.2 0.0
0.5 -0.1 0.1
-0.3 -0.4 0.0
0.0 0.2 0.1
0.2 0.3 -0.4
-0.1 -0.2 0.0
0.2 -0.2 0.1
0.0 0.0 -0.1
-0.1 0.1 0.2
2.3 1.2 -5.4
-1.8 0.5 0.7
-1.2 1.1 0.7
-1.8 0.5 0.8
0.2 0.1 -0.1
-1.4 0.7 0.5
-1.4 0.4 0.6
-0.1 0.5 0.3
0.1 0.3 -0.3
-0.2 0.0 0.1
0.1 0.0 0.2
1.1 -1.2 1.0
0.5 -0.9 0.0
1.1 -1.2 0.5
0.2 0.1 0.1
0.9 -0.9 0.3
0.9 -1.0 1.3
0.0 0.2 -0.3
0.4 0.0 -0.4
-0.1 0.0 0.6
-0.4 -0.1 0.1
-0.9 1.2 0.3
0.3 -0.5 0.8
-0.4 -0.4 -0.4
-0.3 -0.1 -0.4
0.5 0.5 0.0
0.0 -0.6 0.0
0.1 -0.3 0.1
0.0 0.4 0.0
0.8 -0.1 -0.7
-0.1 -0.1 0.0
0.4 -0.2 0.0
-0.5 0.2 0.0
0.1 -0.1 0.2
0.3 0.5 0.3
-0.8 -1.0 -0.6
0.5 0.3 -0.6
-0.3 0.1 0.6
0.1 -0.2 -0.1
0.0 -0.2 0.1
0.0 0.1 -0.1

No. 6
DFT (wB97M-V/def2-TZVPD) results for the molecule CHF4NOS.

As for the total energy: -26291.020 eV. Its HOMO energy is -10.01 eV. Its frontier orbital gap is 9.725 eV. Its spin multiplicity is 1. The energy above the lowest of the compared OMol25 structures with the same formula, charge and spin is 97.9 kcal per mole.

Atoms and positions in Å:
C (-0.960, 0.722, 0.804)
N (1.016, -1.077, -0.442)
O (2.423, -0.636, -0.371)
F (-1.790, 1.507, 0.096)
F (-1.659, 0.324, 1.855)
F (0.106, 1.460, 1.180)
F (-1.466, -0.428, -1.739)
S (-0.526, -0.810, -0.306)
H (2.856, -1.062, -1.078)

Atomic forces in eV per Å
-0.3 1.7 -1.0
-0.4 -1.4 0.4
-3.7 2.3 1.9
0.5 0.0 0.1
0.6 -0.5 0.3
-0.8 -1.0 -0.2
0.7 0.5 1.3
3.2 -0.3 -0.9
0.2 -1.2 -1.7